(1)
Below is C27H19Cl5FN2O5S4Ti as an isolated structure, with properties calculated with ωB97M-V with the def2-TZVPD basis set.

CARTESIAN COORDINATES (ANGSTROEM)
Ti 1.2368 -0.4567 0.1594
Cl 3.7758 -0.4402 -1.8837
C 4.2618 -0.4388 -0.2368
C 3.2130 -0.3612 0.6655
C 3.5396 -0.3427 2.0143
Cl 2.1807 -0.2104 3.0526
C 4.8467 -0.4439 2.4799
Cl 5.2038 -0.4893 4.1561
C 5.8765 -0.5326 1.5381
Cl 7.4988 -0.6872 2.0710
C 5.5923 -0.5050 0.1692
Cl 6.8704 -0.5554 -0.9719
C -3.1934 -0.2667 0.2650
S -1.4897 -0.8845 0.4465
C -1.5405 -1.1717 2.2388
H -3.3903 -0.1578 -0.7957
H -3.2949 0.6860 0.7767
H -3.8678 -1.0015 0.6938
H -1.9027 -0.2732 2.7324
H -0.5270 -1.4070 2.5575
H -2.1965 -2.0185 2.4322
O 1.0171 1.2200 0.2677
C 0.0841 2.1220 -0.2156
C -0.9011 2.3981 0.9003
C -0.6767 2.0971 2.2101
C -1.7037 2.5533 3.0666
C -2.6798 3.2143 2.3968
S -2.3693 3.2903 0.7039
C 0.7598 3.4328 -0.5614
C 1.9747 3.8513 -0.1188
C 2.2978 5.1478 -0.5781
C 1.3290 5.6815 -1.3612
S -0.0058 4.6158 -1.5613
C -0.5259 1.5331 -1.4684
C -1.7453 1.6366 -2.0625
C -1.8379 0.8680 -3.2480
C -0.6877 0.2117 -3.5388
S 0.5560 0.5425 -2.3949
H 0.2099 1.5809 2.5430
H -1.6952 2.3985 4.1310
H -3.5779 3.6491 2.7847
H 2.5961 3.2416 0.5135
H 3.2101 5.6557 -0.3301
H 1.3103 6.6386 -1.8431
H -2.5588 2.2246 -1.6793
H -2.7306 0.7951 -3.8431
H -0.4793 -0.4426 -4.3611
F -2.2483 -2.8139 -3.9438
C -2.2788 -3.1416 -2.6383
C -1.1527 -3.5780 -2.0293
N -1.1447 -3.9287 -0.7058
C 0.1137 -4.0865 -0.0066
C 0.7992 -2.7188 0.0573
O 1.1118 -2.2207 1.1601
O 0.9856 -2.0634 -0.9997
C -2.3049 -3.8989 0.0537
O -2.3370 -4.2043 1.2235
N -3.4311 -3.5240 -0.6324
C -3.5403 -3.0201 -1.9347
O -4.5847 -2.5617 -2.3357
H -0.2185 -3.6557 -2.5639
H 0.7502 -4.8028 -0.5323
H -0.0919 -4.4422 1.0061
H -4.2909 -3.5392 -0.0934

Cartesian forces, eV/Å:
Ti 0.07 -2.05 -0.26
Cl 0.55 -0.04 -0.77
C -0.13 0.08 0.78
C 1.82 -0.23 0.31
C 0.46 -0.08 -0.89
Cl -0.31 0.14 0.98
C -0.11 -0.01 -0.19
Cl -0.09 0.04 0.18
C -0.21 0.03 -0.06
Cl 0.14 0.03 0.03
C -0.14 0.00 0.05
Cl 0.07 -0.04 -0.20
C 0.57 -0.01 -0.09
S -0.85 -0.16 0.62
C -0.04 -0.05 -0.26
H -0.09 0.04 -0.07
H -0.02 0.06 -0.01
H -0.04 -0.09 0.03
H 0.04 0.04 0.03
H -0.14 0.00 0.10
H 0.04 -0.01 0.10
O -0.60 4.36 0.35
C -0.51 0.85 -0.09
C -0.24 0.04 0.13
C 0.13 -0.01 -0.34
C -0.13 0.13 0.00
C -0.09 0.01 -0.28
S 0.26 -0.12 0.54
C 0.16 0.09 -0.17
C -0.32 -0.28 0.00
C 0.02 0.20 -0.09
C -0.27 -0.05 -0.05
S 0.48 -0.10 0.17
C 0.03 0.01 -0.27
C 0.39 0.10 0.40
C 0.21 -0.25 -0.27
C 0.13 -0.18 0.12
S -0.72 0.64 -0.29
H 0.00 -0.01 -0.01
H -0.08 0.02 0.18
H -0.21 0.14 0.13
H 0.12 -0.09 0.09
H 0.22 0.15 0.01
H 0.04 0.21 -0.08
H -0.14 0.05 0.11
H -0.12 -0.01 -0.16
H -0.03 -0.14 -0.22
F -0.09 -0.02 0.27
C 0.94 -0.18 -0.21
C -0.96 0.33 -0.53
N -0.20 -0.32 0.00
C 0.29 0.18 0.18
C -0.26 -1.78 0.11
O -0.08 -0.82 0.94
O 0.03 -0.90 -1.06
C 0.12 -0.10 -0.02
O 0.00 -0.03 0.30
N -0.39 0.02 -0.17
C -0.09 0.01 0.40
O 0.16 -0.08 -0.17
H 0.00 0.05 -0.01
H -0.01 0.09 0.01
H 0.05 0.08 -0.27
H 0.20 0.05 -0.08

Summary:
Maximum force = 0.0859 hartree/bohr
Frontier orbital gap (spin up / spin down) = 7.89 / 8.71 eV
HOMO level (spin up / spin down) = -7.83 / -8.64 eV
Net charge = 0
⟨S²⟩ = 0.752
LUMO energy (spin up / spin down) = 0.1 / 0.1 eV
2S+1 = 2

---

(2)
Below is one molecule with the formula C4H5N, with properties calculated with ωB97M-V with the def2-TZVPD basis set.

CARTESIAN COORDINATES (ANGSTROEM)
C 2.3042 -0.1591 -0.5404
C 1.1781 -0.3546 -0.1492
C -0.1581 -0.5972 0.3278
C -1.2697 0.5278 0.0078
N -1.2432 -0.7499 -0.6362
H 3.3111 0.0147 -0.8565
H -0.4891 -0.1890 1.2834
H -0.8405 1.4235 -0.4007
H -2.1370 0.6480 0.6735
H -0.8327 -0.5767 -1.5534

Cartesian forces, eV/Å:
C -0.47 -0.12 0.19
C 0.31 0.45 0.10
C -0.31 1.88 0.07
C -0.27 0.57 -0.95
N -0.35 -0.06 -0.26
H -0.26 -0.09 0.03
H 0.72 -2.33 1.32
H -0.15 0.14 -0.60
H 0.72 0.05 0.03
H 0.05 -0.48 0.06

Summary:
Maximum force = 0.0540 hartree/bohr
Frontier orbital gap = 9.56 eV
Relative energy (zero: lowest compared OMol25 entry of this formula, charge and spin) = 4.783 eV
HOMO level = -8.47 eV
Net charge = 0
LUMO energy = 1.1 eV